2 unconnected molecules or ions with the total composition C4H11NO at a distorted geometry, computed with ωB97M-V/def2-TZVPD.

Geometry as ORCA input:
```
! wB97M-V def2-TZVPD RIJCOSX def2/J DEFGRID3
* xyz 0 1
C 2.46186 -0.08752 -0.44999
C 1.80437 -0.41121 -1.56118
O 0.49745 -0.21370 -1.91109
H 3.54271 -0.13482 -0.39650
H 1.98876 0.12992 0.50435
H 2.33426 -0.61343 -2.48892
H -0.01686 -0.02798 -1.09555
C -1.75284 0.70928 2.37215
C -0.89959 0.34022 1.12686
N -1.53142 -0.33194 0.03152
H -1.33809 0.63684 3.37788
H -2.22063 1.67708 2.15961
H -2.61306 0.04044 2.45725
H -0.29730 1.21073 0.84724
H -0.15678 -0.37440 1.52169
H -2.53512 -0.38126 0.16452
H -1.26916 -1.20646 -0.39172
*
```

Values from the calculation:
Structure (SMILES) ... C=CO.CCN

Atomic partial charges in e from the Löwdin method, atoms 1 to 4:
1 C -0.005
2 C -0.279
3 O -0.027
4 H 0.045



3 unconnected molecules or ions with the total composition C4H11NO at a distorted geometry, computed with ωB97M-V/def2-TZVPD.

Geometry as ORCA input:
```
! wB97M-V def2-TZVPD RIJCOSX def2/J DEFGRID3
* xyz 0 1
C -2.74938 -0.83113 -0.24514
N -0.55601 0.91213 -0.45578
C 1.28444 0.60256 1.41693
C 0.64828 1.34888 0.25665
C 0.66149 0.59081 -0.99600
O 2.14713 -1.40181 -0.50883
H -3.19737 -1.81710 -0.24160
H -3.26650 -0.05690 0.31943
H -2.63154 -0.35310 -1.21574
H -1.73070 -0.89860 0.13990
H 2.29128 0.26700 1.17798
H 1.23742 1.12495 2.37037
H 0.73852 -0.33969 1.50438
H 0.61446 2.43478 0.27322
H 0.94057 1.07540 -1.92895
H 0.88456 -0.56765 -0.94636
H 2.68334 -2.09052 -0.92046
*
```

Atomic partial charges in e from the Löwdin method, atoms 1 to 4:
1 C -0.056
2 N 0.236
3 C -0.056
4 C -0.305



C4H11NO in the gas phase at a distorted geometry, computed with ωB97M-V/def2-TZVPD.

Geometry as ORCA input:
```
! wB97M-V def2-TZVPD RIJCOSX def2/J DEFGRID3
* xyz 0 1
C -0.42534 2.49651 -1.60512
C -0.86165 1.65268 -0.43811
O 0.39944 0.82816 -0.13837
C 0.08601 -0.34969 0.67809
N 1.05839 -1.41683 0.95552
C 0.68515 -2.88019 0.97681
H 0.40456 3.13507 -1.02861
H -1.07716 3.25681 -2.06495
H -0.00096 1.92006 -2.46742
H -1.06765 2.23429 0.44351
H -1.75694 1.02425 -0.81336
H -0.88668 -0.72647 0.27080
H -0.05725 0.07657 1.72288
H 1.85174 -1.32851 0.36246
H 0.23589 -3.21164 1.90807
H 1.55619 -3.56036 0.93557
H -0.14373 -3.15071 0.30222
*
```

Values from the calculation:
Structure (SMILES) ... CCOCNC

Atomic partial charges in e from the Löwdin method, atoms 1 to 4:
1 C -0.120
2 C -0.245
3 O -0.187
4 C -0.257



2 unconnected molecules or ions with the total composition C4H11NO at a distorted geometry, computed with ωB97M-V/def2-TZVPD.

Geometry as ORCA input:
```
! wB97M-V def2-TZVPD RIJCOSX def2/J DEFGRID3
* xyz 0 1
C 2.52982 -1.16725 0.31266
C 1.05849 -1.24161 -0.00976
N 0.77146 -1.36345 -1.33013
O 0.22515 -0.93600 0.82327
H 2.74703 -1.12535 1.37815
H 2.87448 -0.18232 -0.01018
H 3.15792 -1.90863 -0.18509
H -0.17638 -1.53060 -1.64131
H 1.49442 -1.39831 -2.02482
C -1.88698 1.87578 0.88880
C -1.81026 0.92012 -0.31427
H -0.87525 1.94711 1.30379
H -2.28213 2.85856 0.67146
H -2.38386 1.37191 1.71647
H -1.05435 1.24497 -1.02222
H -2.79744 0.67412 -0.72431
H -1.59214 -0.03905 0.16750
*
```

Values from the calculation:
Structure (SMILES) ... CC(N)=O.CC

Atomic partial charges in e from the Löwdin method, atoms 1 to 4:
1 C -0.018
2 C -0.586
3 N 0.154
4 O 0.025



C4H11NO in the gas phase at a distorted geometry, computed with ωB97M-V/def2-TZVPD.

Geometry as ORCA input:
```
! wB97M-V def2-TZVPD RIJCOSX def2/J DEFGRID3
* xyz 0 1
C -1.09093 -2.02199 -0.47506
N -0.33293 -1.36408 0.59262
C 0.64588 -0.36371 0.11553
C 0.03258 1.00957 0.21401
C 0.82481 2.12059 -0.45286
O -0.17290 1.37089 1.57616
H -2.15191 -1.75403 -0.37594
H -1.04008 -3.10372 -0.39061
H -0.80190 -1.66067 -1.46908
H 0.21279 -2.07445 1.06393
H 1.60404 -0.45762 0.63441
H 0.85331 -0.55878 -0.95528
H -0.96921 0.98528 -0.24599
H 0.15486 2.86188 -0.88665
H 1.41406 2.66185 0.29388
H 1.51737 1.71073 -1.18881
H -0.69984 0.63825 1.94976
*
```

Values from the calculation:
Structure (SMILES) ... CNC[C@H](C)O

Atomic partial charges in e from the Löwdin method, atoms 1 to 4:
1 C -0.127
2 N -0.120
3 C -0.207
4 C -0.461



2 unconnected molecules or ions with the total composition C4H11NO at a distorted geometry, computed with ωB97M-V/def2-TZVPD.

Geometry as ORCA input:
```
! wB97M-V def2-TZVPD RIJCOSX def2/J DEFGRID3
* xyz 0 1
C -1.43543 0.20862 1.00486
C -0.97812 -0.54494 -0.26601
C 0.56002 -0.94355 0.04882
N 0.92578 -0.26976 1.28823
C -0.08982 0.57131 1.81803
H -1.88433 -0.49273 1.74512
H -2.02060 1.13313 0.91581
H -1.51245 -1.45643 -0.48124
H -0.90561 0.00642 -1.18282
H 0.52365 -2.02585 0.20502
H 1.30332 -0.53969 -0.66872
H 1.33872 -0.85396 1.99189
H -0.16162 0.51055 2.90941
H 0.13624 1.63695 1.65481
O 0.87951 0.86432 -3.26641
H 1.62314 0.87728 -2.66028
H 0.11756 0.53103 -2.76653
*
```

Values from the calculation:
Structure (SMILES) ... C1CCNC1.O

Atomic partial charges in e from the Löwdin method, atoms 1 to 4:
1 C -0.144
2 C -0.142
3 C -0.181
4 N -0.109



2 unconnected molecules or ions with the total composition C4H11NO at a distorted geometry, computed with ωB97M-V/def2-TZVPD.

Geometry as ORCA input:
```
! wB97M-V def2-TZVPD RIJCOSX def2/J DEFGRID3
* xyz 0 1
C -0.33790 1.54755 0.67674
C 0.89259 1.36885 -0.19319
C 1.43878 0.03086 0.24351
N 0.28188 -0.79606 0.58637
C -0.77638 0.09239 1.06994
H -1.19964 1.93651 0.13511
H -0.28190 2.22689 1.52705
H 1.58032 2.20675 -0.04658
H 0.67142 1.49368 -1.25310
H 2.10955 -0.49238 -0.43072
H 2.00743 0.17235 1.16397
H 0.00038 -1.37876 -0.17781
H -0.85878 -0.04221 2.14534
H -1.71089 -0.14652 0.57988
O -1.31471 -2.88805 -2.33959
H -1.97931 -2.35638 -1.89088
H -0.52285 -2.97546 -1.79602
*
```

Values from the calculation:
Structure (SMILES) ... C1CCNC1.O

Atomic partial charges in e from the Löwdin method, atoms 1 to 4:
1 C -0.177
2 C -0.200
3 C -0.226
4 N -0.077



2 unconnected molecules or ions with the total composition C4H11NO at a distorted geometry, computed with ωB97M-V/def2-TZVPD.

Geometry as ORCA input:
```
! wB97M-V def2-TZVPD RIJCOSX def2/J DEFGRID3
* xyz 0 1
C -1.23063 -0.78802 -1.44492
C -0.86268 0.12725 -0.53310
N -0.62170 -0.19304 0.77649
C -0.43971 0.70635 1.91760
C 0.51158 0.11154 2.90895
H -1.46453 -0.65678 -2.48365
H -1.27842 -1.77606 -0.98534
H -0.70475 1.15001 -0.85821
H -0.87750 -1.11350 1.06960
H -1.39459 0.80389 2.44322
H -0.18591 1.69187 1.53272
H 1.57365 0.22084 2.70671
H 0.23871 -0.92881 3.10974
H 0.34701 0.54450 3.90378
O 1.97481 0.08244 -3.28768
H 2.78445 0.03506 -2.74406
H 1.47890 -0.67828 -2.99364
*
```

Values from the calculation:
Structure (SMILES) ... C=CNCC.O

Atomic partial charges in e from the Löwdin method, atoms 1 to 4:
1 C -0.042
2 C -0.250
3 N -0.057
4 C -0.266



2 unconnected molecules or ions with the total composition C4H11NO at a distorted geometry, computed with ωB97M-V/def2-TZVPD.

Geometry as ORCA input:
```
! wB97M-V def2-TZVPD RIJCOSX def2/J DEFGRID3
* xyz 0 1
C -2.55846 -0.34832 0.35396
C -1.47908 -0.23358 -0.56754
N -0.35793 -0.95623 -0.53516
O -1.46266 0.71975 -1.32513
H -2.37075 -0.22598 1.43491
H -3.21723 -1.26016 0.37149
H -3.23153 0.35916 -0.10953
H 0.31087 -1.22470 -1.33921
H -0.07974 -1.56585 0.14789
C 2.81377 0.05814 0.24835
C 2.37729 0.90954 1.45107
H 3.84898 0.14966 -0.28157
H 2.96837 -0.97182 0.64153
H 2.14747 0.00122 -0.60463
H 1.32078 0.95717 1.61548
H 2.78648 1.93677 1.24842
H 2.80193 0.46550 2.30736
*
```

Values from the calculation:
Structure (SMILES) ... CC(N)=O.CC

Atomic partial charges in e from the Löwdin method, atoms 1 to 4:
1 C -0.027
2 C -0.651
3 N 0.146
4 O 0.039



2 unconnected molecules or ions with the total composition C4H11NO at a distorted geometry, computed with ωB97M-V/def2-TZVPD.

Geometry as ORCA input:
```
! wB97M-V def2-TZVPD RIJCOSX def2/J DEFGRID3
* xyz 0 1
C 0.83030 0.56225 2.03138
C 1.41570 1.33607 0.85484
N 0.48918 2.08256 0.15984
O 2.56502 1.25881 0.52441
H 0.28120 -0.32075 1.72616
H 0.12539 1.16075 2.61140
H 1.67597 0.28545 2.65542
H 0.73758 2.65337 -0.61942
H -0.47602 2.12609 0.45256
C -1.34614 -1.01013 -0.77052
C -0.61446 -1.82124 -1.86419
H -0.72811 -0.85272 0.11134
H -1.49700 0.01110 -1.11007
H -2.25003 -1.51687 -0.44598
H -0.73240 -2.88268 -1.66922
H 0.44817 -1.58532 -1.80097
H -0.92434 -1.48673 -2.84699
*
```

Values from the calculation:
Structure (SMILES) ... CC(N)=O.CC

Atomic partial charges in e from the Löwdin method, atoms 1 to 4:
1 C -0.010
2 C -0.596
3 N 0.145
4 O 0.057



C4H11NO in the gas phase at a distorted geometry, computed with ωB97M-V/def2-TZVPD.

Geometry as ORCA input:
```
! wB97M-V def2-TZVPD RIJCOSX def2/J DEFGRID3
* xyz 0 1
C -2.38748 0.19088 -0.06489
C -1.41868 -0.72672 0.73074
C 0.13785 -0.50592 0.66777
N 0.73423 0.08678 -0.54144
C 2.02199 0.71635 -0.35571
O 2.87462 0.67175 -1.54184
H -2.44296 1.18646 0.39561
H -2.01130 0.09601 -1.09531
H -3.33609 -0.33133 0.07526
H -1.61463 -0.91679 1.76157
H -1.44339 -1.74283 0.23945
H 0.69147 -1.43806 0.71227
H 0.26321 0.14895 1.52966
H 0.19247 0.75134 -0.98362
H 2.56858 0.21440 0.44249
H 1.87003 1.75256 -0.26623
H 3.30008 -0.15382 -1.70578
*
```

Values from the calculation:
Structure (SMILES) ... CCCNCO

Atomic partial charges in e from the Löwdin method, atoms 1 to 4:
1 C -0.098
2 C -0.242
3 C -0.232
4 N -0.056



2 unconnected molecules or ions with the total composition C4H11NO at a distorted geometry, computed with ωB97M-V/def2-TZVPD.

Geometry as ORCA input:
```
! wB97M-V def2-TZVPD RIJCOSX def2/J DEFGRID3
* xyz 0 1
C -1.42033 1.47366 2.12397
C -0.35930 1.18956 1.07625
N 0.44012 0.10377 1.26294
O -0.28378 1.84521 0.05388
H -1.03304 2.31915 2.69404
H -1.46549 0.65390 2.84515
H -2.35192 1.63939 1.60291
H 1.24233 0.00930 0.66486
H 0.35696 -0.58654 1.99033
C 0.34619 -1.34770 -1.75953
C 1.13107 -2.46111 -2.44694
H 0.56045 -0.33256 -2.10548
H -0.73257 -1.35050 -1.93815
H 0.52320 -1.34656 -0.69355
H 0.48376 -3.30959 -2.65135
H 1.95827 -2.81841 -1.83480
H 1.55661 -2.15088 -3.40084
*
```

Values from the calculation:
Structure (SMILES) ... CC(N)=O.CC

Atomic partial charges in e from the Löwdin method, atoms 1 to 4:
1 C -0.004
2 C -0.597
3 N 0.139
4 O 0.032



Gap between HOMO and LUMO list, top to bottom, in eV: 9.870, 6.379, 9.682, 10.505, 10.273, 9.346, 9.530, 8.717, 10.461, 10.772, 9.996, 10.642
Relative energy (zero: lowest compared OMol25 entry of this formula, charge and spin) list, top to bottom, in kcal/mol: 51.90, 172.84, 69.28, 12.24, 26.23, 36.55, 26.64, 37.60, 39.37, 5.68, 44.90, 8.30
DFT total energy list, top to bottom, in Ha: -288.934312, -288.741569, -288.906605, -288.997506, -288.975208, -288.958763, -288.974556, -288.957102, -288.954282, -289.007962, -288.945468, -289.003791